No. 1
Molecular formula: C12H13N
Method: DFT, ωB97M-V/def2-TZVPD

```
26
Properties=species:S:1:pos:R:3:forces:R:3
C -3.67673 -0.73688 -0.11131 -0.2 -3.5 2.0
C -2.10484 -0.58016 -0.04060 0.1 -4.1 -0.5
C -1.24427 -1.73346 0.03488 2.9 2.4 0.4
N 0.12684 -1.70175 0.12031 -3.1 0.4 -2.4
C 0.72260 -0.44238 -0.22850 0.3 -5.4 3.0
C 2.13903 -0.47279 -0.14254 3.9 0.1 2.5
C 3.15697 -1.73278 0.10409 -0.7 -2.0 -1.7
C 2.82379 0.74874 0.10686 -0.1 -1.5 -3.5
C 2.03504 1.90403 -0.12753 5.2 2.6 2.4
C 0.72746 1.91913 -0.02012 -5.9 0.4 -0.4
C -0.02167 0.65700 -0.03889 0.8 3.5 -0.9
C -1.42367 0.55786 -0.00688 -2.6 2.8 0.4
C -2.40854 1.69974 0.21998 -0.4 2.3 -1.1
H -4.21756 -1.74603 -0.62397 2.3 2.1 1.8
H -4.19320 -0.55474 0.96277 1.1 -0.2 -2.8
H -3.92587 -0.08090 -0.86008 -1.3 1.9 -1.2
H -1.81826 -2.58253 0.15200 -0.2 -2.5 0.5
H 2.73756 -2.87736 -0.38001 1.3 3.9 0.8
H 4.11258 -1.19106 -0.61887 -2.3 -2.7 2.9
H 3.30528 -2.22454 1.29829 -0.1 2.5 -3.5
H 3.99084 0.90817 -0.00040 -2.6 -0.8 0.8
H 2.78077 2.79675 0.03036 -2.3 -0.9 -0.8
H -0.03924 2.78680 0.00014 2.2 -0.9 -0.1
H -2.17140 2.59660 -0.55099 -0.4 -1.6 2.2
H -3.54041 1.36984 -0.10381 3.2 1.3 1.5
H -2.25991 1.98297 1.35572 -0.8 0.0 -2.4
```
Forces are in eV/Å.

Frontier orbital gap in eV: 8.6912
ΔE to the lowest compared entry with this formula, charge and spin in kcal per mole: 144.8

No. 2
Molecular formula: C54H138O30P6
Method: DFT, ωB97M-V/def2-TZVPD

```
228
Properties=species:S:1:pos:R:3:forces:R:3
C -5.70333 -0.64875 -4.22231 0.1 -0.6 -1.0
C -4.63757 -1.28431 -3.37655 0.0 1.1 1.2
O -4.44593 -2.67503 -3.66227 -0.1 -1.2 0.3
P -4.90295 -3.84188 -2.65691 -0.6 0.0 0.6
O -6.03724 -3.40513 -1.77330 1.5 -1.1 -1.3
O -3.54419 -4.25100 -1.79209 -1.8 0.3 -1.8
C -3.66864 -5.04236 -0.59447 -0.4 -0.3 0.8
C -3.27988 -4.18046 0.61033 0.2 -0.1 -0.6
O -5.14516 -5.11205 -3.70816 1.6 1.0 2.4
C -6.22013 -5.15133 -4.63032 -0.2 0.8 -1.0
C -6.07801 -6.25166 -5.69457 0.4 -0.1 0.8
H -6.60649 -1.24190 -4.07881 -0.1 0.0 -0.2
H -5.93907 0.38429 -3.96667 0.4 0.0 0.2
H -5.37339 -0.68539 -5.26053 -0.4 0.1 -0.2
H -3.65301 -0.82323 -3.45497 -0.1 0.1 -0.2
H -5.00238 -1.09075 -2.36782 0.4 -0.7 0.5
H -4.64384 -5.51758 -0.48841 -0.4 0.5 -0.1
H -3.01083 -5.90727 -0.68002 0.4 0.2 -0.2
H -2.23320 -3.93622 0.42891 0.1 0.3 0.4
H -3.85859 -3.25972 0.68401 -0.1 0.0 -0.3
H -3.37310 -4.67659 1.57638 0.1 -0.3 -0.2
H -7.16040 -5.25359 -4.08852 0.0 0.0 0.0
H -6.17917 -4.18429 -5.13156 -0.5 0.1 -0.2
H -7.03022 -6.35782 -6.21429 0.0 0.0 0.0
H -5.28576 -6.10452 -6.42860 0.0 0.5 0.1
H -5.81208 -7.19300 -5.21369 -0.3 -0.1 0.1
C -3.89607 3.41145 8.06335 0.2 0.1 0.5
C -3.25925 2.04578 7.93789 -0.3 0.0 0.8
O -2.53222 2.04680 6.72503 1.6 -1.7 -1.6
P -1.61649 0.73580 6.31991 0.1 -1.2 0.3
O -1.34730 -0.20440 7.45389 -0.3 1.6 -1.6
O -2.37080 0.02612 5.05598 0.8 1.5 1.0
C -2.57287 -1.39843 4.99473 -0.3 0.2 -0.2
C -3.32389 -1.68975 3.68276 0.2 0.0 1.5
O -0.28707 1.33629 5.62000 -1.1 -0.7 0.8
C -0.40824 2.36554 4.62586 -0.8 0.6 0.3
C -0.10313 3.70257 5.29379 0.4 0.0 -0.6
H -4.66586 3.63557 7.32491 0.0 -0.3 0.0
H -4.31798 3.49756 9.06468 -0.2 0.1 0.0
H -3.12137 4.17285 7.97271 0.0 0.0 0.0
H -2.58925 1.81932 8.76730 0.2 0.4 0.0
H -3.98259 1.23440 8.01881 -0.3 0.0 -0.6
H -1.64221 -1.96141 5.06581 0.3 0.3 -0.2
H -3.12648 -1.63671 5.90294 -0.3 -0.4 -0.3
H -4.29212 -1.19106 3.72687 0.0 -0.1 -0.2
H -2.78197 -1.34614 2.80167 0.1 -0.2 0.1
H -3.46088 -2.77066 3.71368 -0.1 -0.1 -0.5
H 0.23037 2.15352 3.76835 0.2 -0.3 0.4
H -1.43091 2.36747 4.24873 -0.1 0.0 -0.2
H 0.46421 4.30235 4.58212 0.0 0.3 0.1
H -1.00030 4.24480 5.59238 0.0 -0.1 0.0
H 0.52851 3.52555 6.16431 0.0 0.1 0.0
C 2.22437 -8.84360 4.24932 0.3 0.0 1.2
C 3.60564 -8.29201 3.85103 -0.4 -1.5 2.3
O 3.60419 -7.86429 2.55728 -0.5 1.9 -3.1
P 3.20968 -6.33448 2.29138 -0.8 0.7 -0.2
O 2.38190 -5.66257 3.36273 1.8 -1.2 -2.0
O 4.66215 -5.60579 2.00832 -2.4 -0.7 -0.9
C 5.50608 -5.18132 3.03765 1.5 0.9 1.8
C 6.64476 -6.14690 3.23729 0.0 -1.1 0.0
O 2.47212 -6.51471 0.83632 1.6 -0.4 2.4
C 2.05243 -5.38312 0.09347 -0.1 1.1 -0.1
C 0.72789 -4.78589 0.57010 0.7 -0.5 0.5
H 1.90293 -9.65071 3.59103 0.0 0.4 -0.4
H 2.26895 -9.33009 5.22371 0.4 -0.1 0.2
H 1.45709 -8.08990 4.42631 0.1 0.2 -0.7
H 4.02386 -7.48302 4.44998 -0.5 -0.2 0.8
H 4.32007 -9.11313 3.90966 0.1 -0.1 0.0
H 5.90961 -4.18292 2.86900 -0.4 0.2 -0.6
H 5.03437 -5.14494 4.01963 -0.7 0.3 -0.2
H 7.40173 -5.93295 3.99183 -0.3 0.7 0.1
H 6.11568 -7.01170 3.63766 0.6 -0.7 -0.4
H 7.21270 -6.37414 2.33511 -0.4 -0.2 -0.2
H 2.84001 -4.63292 0.16410 0.1 0.2 -0.2
H 1.99170 -5.72779 -0.93882 -0.1 0.1 0.0
H 0.77853 -4.49495 1.61933 0.2 -0.1 0.1
H 0.53140 -3.85806 0.03285 -0.3 -0.4 -0.4
H -0.02753 -5.56979 0.51586 -0.4 0.4 -0.4
C 9.12346 0.82768 -2.60041 -0.7 -0.2 0.6
C 7.89215 1.60173 -2.01500 0.9 -0.8 -1.0
O 7.68877 1.26216 -0.63413 -1.6 0.1 0.8
P 6.16550 1.19869 -0.01167 2.8 -2.1 0.8
O 5.21757 2.13973 -0.57590 -0.7 0.5 -0.6
O 5.82356 -0.37769 -0.14646 1.7 2.0 -0.4
C 4.51582 -0.85279 -0.07908 -1.5 -1.5 0.2
C 4.23211 -1.33528 1.34396 0.0 1.6 -0.7
O 6.44967 1.34278 1.56861 -0.8 -1.8 -1.8
C 6.70381 2.60151 2.09337 1.3 1.9 1.3
C 8.20557 2.67977 2.49927 -0.5 -0.2 -0.5
H 8.98959 -0.25400 -2.58906 -0.4 0.0 0.2
H 9.28225 1.06484 -3.65238 0.0 0.4 0.1
H 10.04015 0.97112 -2.02840 -0.1 0.5 0.0
H 8.06579 2.67045 -2.14069 -0.1 0.1 0.4
H 7.00007 1.35167 -2.58924 0.0 0.0 -0.1
H 3.81408 -0.14920 -0.52700 -0.1 0.3 0.4
H 4.42745 -1.75818 -0.67955 0.4 0.1 -0.6
H 4.85804 -2.21316 1.50404 -0.4 0.0 0.4
H 4.55207 -0.49469 1.95970 0.0 -0.3 0.6
H 3.15525 -1.43582 1.47947 0.1 -0.6 0.1
H 6.36547 3.37112 1.39959 0.3 0.2 0.0
H 6.12717 2.74230 3.00757 -0.3 -0.2 -0.1
H 8.37456 1.98087 3.31846 0.0 -0.1 -0.1
H 8.81815 2.37708 1.65003 0.1 0.0 0.0
H 8.55709 3.65427 2.83821 -0.4 0.1 -0.1
C -4.95451 2.03536 4.73201 -0.5 0.0 -1.0
C -5.53516 1.92373 3.28531 -0.1 2.0 2.0
O -4.60393 1.20430 2.52688 1.0 -0.3 -2.4
P -3.90400 1.92995 1.25794 -0.5 -0.2 -0.5
O -2.96810 1.03328 0.49193 -1.8 1.5 1.3
O -3.24074 3.20965 2.00474 -1.3 -1.6 -1.2
C -2.48153 4.15691 1.25374 -0.3 1.8 0.2
C -3.33062 5.33152 0.72777 -0.5 -0.5 0.0
O -5.14607 2.59077 0.33222 2.4 -0.4 1.4
C -6.08387 1.74843 -0.33969 -0.9 -1.0 -0.3
C -6.94770 2.52586 -1.33264 -0.3 0.1 0.1
H -4.98193 0.98914 5.03660 0.4 0.3 0.8
H -3.95859 2.47461 4.78953 0.1 -0.5 -0.5
H -5.49795 2.69989 5.40371 -0.7 -0.4 -0.1
H -6.51213 1.44392 3.34363 0.2 -0.4 -0.3
H -5.69965 2.90647 2.84343 0.0 0.1 0.0
H -1.82955 4.57224 2.02219 0.6 -0.2 -0.4
H -1.96498 3.69266 0.41365 0.3 -0.2 0.3
H -3.94337 5.82118 1.48466 0.2 -0.2 0.4
H -2.71422 6.11651 0.28966 0.2 -0.2 -0.1
H -4.02932 4.96314 -0.02336 0.1 0.1 -0.1
H -5.62580 0.89224 -0.83489 0.5 0.2 -0.1
H -6.70553 1.29171 0.43040 -0.3 0.1 0.1
H -6.58275 2.57685 -2.35847 0.7 0.4 0.3
H -7.92896 2.08171 -1.49985 0.0 -0.5 0.5
H -7.17635 3.50439 -0.91041 0.2 0.2 -0.3
C 1.79360 7.05675 -1.59855 -0.7 -0.6 0.3
C 0.66904 6.15656 -2.14658 0.3 0.7 0.6
O 1.05363 4.76830 -2.25002 1.0 -0.9 -2.7
P 1.15508 4.04882 -3.70309 -1.7 -1.4 0.0
O -0.12145 4.04022 -4.53792 3.2 0.2 1.9
O 2.43367 4.64366 -4.45307 -0.6 1.2 2.2
C 2.76253 4.22631 -5.72758 -1.0 -1.3 -2.6
C 2.22975 5.13616 -6.82038 0.5 1.2 0.1
O 1.64255 2.53310 -3.36280 -1.9 1.9 -0.6
C 2.76116 2.24625 -2.56197 2.0 -0.9 -0.1
C 3.55698 1.16557 -3.35097 -1.1 -0.1 0.5
H 1.37813 8.04321 -1.39275 -0.2 0.0 0.1
H 2.12918 6.62248 -0.65680 0.4 0.1 -0.1
H 2.61331 7.22622 -2.29673 0.0 -0.4 0.0
H -0.15761 6.03703 -1.44626 -0.1 0.8 0.0
H 0.33294 6.62326 -3.07250 -0.3 -0.6 -0.3
H 3.83650 4.07236 -5.83246 0.0 0.2 0.3
H 2.26587 3.28092 -5.94592 0.3 -0.5 0.3
H 2.72265 6.10100 -6.70104 0.0 0.2 -0.2
H 2.46153 4.77940 -7.82393 0.2 -0.2 0.1
H 1.16013 5.34437 -6.79462 0.0 -0.4 0.4
H 3.44973 3.08447 -2.45533 -0.3 0.4 0.1
H 2.42892 1.94523 -1.56845 0.0 -0.1 -0.1
H 3.65568 1.57069 -4.35807 0.5 -0.1 0.0
H 4.49147 0.82994 -2.90133 0.1 0.6 0.0
H 2.95854 0.25873 -3.43806 -0.2 0.0 -0.1
C -0.40459 -5.15411 -3.51822 -0.8 0.2 0.1
C 0.27354 -3.94116 -4.11552 -0.2 -0.5 0.1
C 1.48019 -3.49741 -3.36031 -0.7 1.0 0.7
O 0.69042 -4.18797 -5.42259 0.0 -0.3 -1.4
H -1.22440 -5.49400 -4.15105 0.0 0.1 -0.1
H -0.86800 -4.85085 -2.57941 0.1 -0.3 0.3
H 0.24792 -6.01579 -3.37725 0.3 0.1 0.1
H -0.41706 -3.10031 -4.17996 -0.3 -0.1 0.1
H 1.76270 -2.56025 -3.83990 0.7 -0.2 0.0
H 2.24386 -4.27514 -3.35456 0.2 0.2 0.2
H 1.12818 -3.20969 -2.36966 0.5 -0.2 0.4
H 1.44542 -4.77562 -5.34353 0.1 -0.2 -0.3
C 2.96205 2.30817 2.13625 0.2 -0.4 1.3
C 2.33525 3.11175 1.07733 -1.2 2.2 -1.3
C 1.28214 4.11325 1.60842 -0.7 -0.3 -0.2
O 3.23107 3.98150 0.39605 0.8 0.6 0.3
H 3.82211 1.74525 1.77362 -0.2 -0.2 0.1
H 2.21684 1.68244 2.62740 0.0 -0.6 -0.4
H 3.27320 2.93065 2.97518 0.4 0.4 -0.1
H 1.91708 2.53649 0.25131 -0.6 -0.6 0.6
H 0.40220 3.66657 2.07133 0.2 -0.5 0.3
H 0.82596 4.68633 0.80121 0.3 0.0 -0.4
H 1.69049 4.85768 2.29192 0.4 -0.2 0.1
H 3.91089 3.44960 -0.02411 0.3 -0.2 -0.1
C 2.88740 -2.85206 6.18252 -0.7 1.8 0.4
C 1.63062 -2.63473 5.28844 1.2 -1.3 -0.5
C 1.87361 -1.94438 3.97744 0.5 0.0 0.0
O 1.14889 -3.93966 5.05023 -1.8 0.0 0.7
H 3.65928 -3.54831 5.85460 -0.4 -0.1 -0.5
H 2.54843 -3.12662 7.18143 0.0 -0.3 -0.1
H 3.35953 -1.88047 6.32814 0.3 0.2 0.0
H 0.88763 -1.97292 5.73349 -0.2 -0.6 0.9
H 2.13016 -0.91361 4.22195 0.3 0.1 -0.5
H 0.97710 -1.94899 3.35748 -0.1 0.0 0.1
H 2.65335 -2.48533 3.44126 0.3 0.3 -0.2
H 1.50138 -4.34267 4.25340 0.4 0.1 -0.2
C -2.99599 2.46611 -2.50160 -0.2 0.6 1.4
C -3.80621 3.75834 -2.67236 0.8 0.5 -0.7
C -2.93270 4.99889 -2.77287 1.4 -0.2 0.3
O -4.42393 3.68672 -3.89890 -2.2 -0.3 -1.5
H -3.64192 1.58980 -2.44722 -0.2 0.0 0.0
H -2.47545 2.54296 -1.54702 0.3 -0.4 0.0
H -2.27649 2.30739 -3.30487 -0.1 0.3 0.0
H -4.60854 3.94438 -1.95840 0.1 -0.5 0.4
H -2.44092 5.25547 -1.83456 0.0 0.2 0.1
H -3.37903 5.87918 -3.23544 -0.6 -0.1 0.4
H -2.13114 4.74205 -3.46543 0.2 0.0 0.0
H -3.75420 3.58313 -4.57885 0.3 -0.2 -0.5
C -1.46547 1.09708 -5.91606 1.0 -0.7 -0.9
C -1.75078 2.35467 -6.71724 -2.1 -1.0 0.3
C -2.84465 2.04459 -7.74017 0.3 -0.7 -1.1
O -2.29459 3.29201 -5.82612 -0.7 0.9 -0.2
H -0.82989 0.45167 -6.52237 0.4 -0.1 0.1
H -2.35107 0.47244 -5.79928 -0.3 0.4 0.4
H -0.96326 1.28977 -4.96803 -0.1 0.0 0.0
H -0.91950 2.79237 -7.26996 0.4 -0.2 0.2
H -2.68406 1.09928 -8.25853 1.0 -0.1 -0.3
H -2.84492 2.81389 -8.51236 -0.5 0.1 0.1
H -3.83851 1.75219 -7.40128 -0.1 1.1 0.9
H -1.55579 3.65850 -5.33473 0.4 0.2 0.4
C -0.57571 -1.14923 0.69567 0.4 -0.7 0.1
C 0.13480 -0.13461 -0.19132 -1.2 0.9 0.3
C -0.39071 -0.19262 -1.59231 -0.7 -0.8 -0.7
O -0.22006 1.13618 0.31098 0.9 0.9 0.5
H -0.55491 -2.14724 0.25791 0.2 -0.1 0.2
H -1.63316 -0.93561 0.85141 0.0 0.4 -0.4
H -0.13030 -1.14016 1.69048 0.1 -0.2 0.0
H 1.22235 -0.18020 -0.13438 0.1 -0.3 0.0
H -1.47526 -0.08370 -1.59048 -0.3 -0.1 0.5
H -0.23443 -1.21226 -1.94445 0.3 0.1 -0.8
H -0.12327 0.61068 -2.27882 0.9 -0.2 0.1
H -1.17814 1.09188 0.35246 -0.6 0.4 0.2
```
Forces are in eV/Å.

Frontier orbital gap in eV: 9.5495

No. 3
Molecular formula: C21H45OP3SeTl
Method: DFT, ωB97M-V/def2-TZVPD

```
72
Properties=species:S:1:pos:R:3:forces:R:3
Tl 0.44315 -0.36155 0.54162 1.4 0.1 -0.3
P 0.47767 -1.89929 2.77344 0.5 -0.7 0.9
P 0.35563 -2.67431 -0.90875 -0.2 -0.9 -1.2
P -0.16047 1.70549 2.18347 -0.6 1.5 0.3
H -4.61987 2.79377 -6.43426 0.1 0.5 0.0
C -4.26339 3.79264 -6.14773 0.6 0.2 -0.2
C -3.19940 4.35326 -6.74694 -0.4 -0.3 0.3
H -2.65145 3.83465 -7.54412 -0.3 0.2 0.4
C -1.04869 -2.66435 3.43466 -0.2 0.2 -0.3
C 1.57232 -3.35447 2.64079 0.2 0.0 -0.3
C 1.18989 -1.10637 4.25684 0.1 0.3 -0.1
C 0.01428 -2.11850 -2.62232 0.0 0.2 0.1
C 1.78743 -3.78843 -1.15928 0.4 0.2 0.4
C -1.00773 -3.85818 -0.61636 0.0 0.2 0.4
C -0.56852 3.09108 1.05603 0.2 -0.2 -0.1
C 1.08450 2.46318 3.28798 0.4 -0.4 0.0
C -1.65045 1.63830 3.24169 0.0 -0.4 0.0
H -4.83792 4.33010 -5.38100 0.2 -0.1 -0.4
H -2.85575 5.36124 -6.48113 -0.2 -0.5 -0.1
H -0.77200 -3.31845 4.27793 -0.1 0.2 -0.3
H -1.54622 -3.25842 2.65460 0.1 0.1 0.3
H -1.74587 -1.88953 3.78206 0.1 -0.2 0.0
H 1.62743 -3.80401 3.64494 0.0 0.1 -0.4
H 2.58142 -3.04604 2.32714 -0.3 -0.1 0.1
H 1.18181 -4.09925 1.93254 0.1 0.2 0.2
H 1.30550 -1.89160 5.02026 -0.1 0.3 -0.2
H 0.54401 -0.30942 4.65154 0.2 -0.3 -0.1
H 2.17921 -0.68954 4.01444 -0.3 -0.1 0.1
H 0.28194 -2.92201 -3.32449 -0.2 0.3 0.2
H 0.61704 -1.22596 -2.84298 -0.1 -0.3 -0.1
H -1.04648 -1.85761 -2.74160 0.2 -0.1 0.0
H 1.44322 -4.75545 -1.55299 0.1 0.3 0.1
H 2.31032 -3.94541 -0.20553 -0.1 -0.1 -0.4
H 2.48861 -3.33296 -1.87335 -0.2 -0.1 0.2
H -0.93660 -4.66804 -1.35748 -0.2 0.3 0.2
H -1.97064 -3.33503 -0.70477 0.1 -0.3 0.0
H -0.93201 -4.28389 0.39447 -0.1 0.0 -0.3
H -0.61116 4.02653 1.63297 -0.1 -0.2 -0.2
H -1.53229 2.91524 0.55928 0.2 0.1 0.2
H 0.20877 3.17314 0.28303 -0.2 0.1 0.2
H 0.61649 3.29827 3.82900 0.1 -0.2 -0.2
H 1.93818 2.83497 2.70236 -0.3 -0.1 0.2
H 1.46047 1.72459 4.00895 -0.1 0.3 -0.2
H -1.74035 2.58168 3.80029 -0.1 -0.3 -0.2
H -1.58051 0.80226 3.95111 -0.1 0.3 -0.1
H -2.53719 1.47831 2.61103 0.1 0.2 0.2
C -3.13954 0.50122 -0.91248 0.5 -0.7 1.0
C -2.19690 1.00646 -1.84481 0.7 0.7 -1.5
C -2.60602 1.75164 -2.94668 1.5 -0.6 0.7
C -3.95881 2.04931 -3.14428 -0.2 0.0 0.1
C -4.90204 1.59916 -2.20926 -0.5 -0.6 1.1
C -4.50554 0.83680 -1.11543 -1.4 0.5 -0.5
Se -2.59687 -0.58140 0.50524 -0.9 1.0 -1.3
H 0.96185 0.66345 -0.88754 -0.3 -0.5 0.8
H -1.13748 0.79017 -1.69668 -0.3 0.1 -0.2
H -1.86013 2.10515 -3.66345 -0.3 -0.1 0.2
H -4.25969 2.62361 -4.02070 0.0 -0.1 0.1
H -5.95696 1.84134 -2.34382 0.3 -0.1 0.1
H -5.24333 0.47048 -0.40905 0.0 0.1 -0.1
C 5.31742 -0.32427 -0.05031 0.2 0.0 0.9
C 4.82322 1.12933 -0.10250 -0.5 -0.2 -0.4
C 3.65465 1.15664 0.87963 -0.1 0.4 0.5
O 3.18844 -0.20950 1.07672 0.0 0.3 -0.1
C 4.07631 -1.10846 0.37518 -0.2 -0.7 -0.7
H 5.73312 -0.67645 -0.99681 -0.1 0.1 0.2
H 6.08251 -0.44501 0.73048 -0.1 0.1 -0.3
H 4.42857 1.35905 -1.09610 0.3 0.0 0.0
H 5.59099 1.85955 0.15855 -0.1 -0.1 -0.1
H 3.97470 1.57967 1.84867 -0.2 -0.3 -0.2
H 2.79337 1.74156 0.51041 0.3 -0.1 0.1
H 3.55274 -1.49062 -0.52646 0.1 0.1 0.4
H 4.29108 -1.96951 1.03209 0.0 0.4 -0.2
```
Forces are in eV/Å.

Frontier orbital gap (spin up / spin down) in eV: 2.6380 / 3.2033
Net charge: +3
ΔE to the lowest compared entry with this formula, charge and spin in kcal per mole: 0.0